# 1
A cluster of 2 separate species, C32H34BF3O2S in total at a distorted geometry, computed with ωB97M-V/def2-TZVPD.

Computed properties:
- Max |F|: 3.791 eV Å⁻¹
- Multiplicity: 1
- E_LUMO: -0.1196 eV
- Charge: 0

Geometry as XYZ:
```
73
C32H34BF3O2S, DFT ωB97M-V/def2-TZVPD
H -2.229 0.570 2.012
C 1.947 2.217 4.184
C 3.295 1.972 4.033
H -4.836 -3.357 2.961
H 0.798 -0.066 4.751
C -0.969 2.794 4.479
H 3.652 3.006 0.794
C 2.489 -0.135 0.136
H -2.855 0.431 0.333
H -0.904 -0.128 0.607
F 6.220 2.670 3.416
H 1.639 -3.214 7.591
F 5.774 1.963 1.373
C 1.127 0.139 -0.098
C 1.146 2.579 3.080
H 1.490 2.115 5.167
H -4.070 5.198 3.449
H -4.210 4.330 1.909
B -1.859 -2.154 2.540
H -0.553 2.503 5.441
H -5.056 -2.572 4.557
H 1.212 3.374 1.056
C -5.012 -2.401 3.474
H 1.707 -0.800 6.978
C 1.134 -2.866 6.687
C 3.547 0.031 -0.911
H -3.085 5.698 2.055
H 2.270 -1.176 3.356
H -3.901 1.023 1.625
C -3.590 -1.121 1.651
C -0.290 2.624 3.268
H 3.857 1.528 4.858
C -3.110 0.308 1.399
H -4.420 -1.343 -0.318
C 0.532 -0.711 2.105
C 3.174 2.794 1.751
C -2.209 3.486 4.336
C 0.415 -3.767 5.885
H 3.905 -0.798 1.634
C 3.909 2.275 2.824
H 3.128 0.318 -1.877
C -0.204 -3.327 4.714
C -0.354 -1.652 2.861
S -1.332 3.145 1.945
H -5.974 -1.967 3.177
C -3.867 -1.434 3.203
F 5.560 0.594 3.082
C 0.159 -0.186 0.854
O -2.486 -2.012 1.317
C 5.360 1.902 2.674
H -3.277 0.545 3.990
H -2.869 3.768 5.161
O -2.686 -2.142 3.648
H -0.164 -2.638 2.318
C 1.209 -1.518 6.327
C -4.738 -1.471 0.725
H 0.338 -4.810 6.184
H -4.091 -0.511 5.143
H 0.796 0.551 -1.059
C 1.799 2.959 1.883
H -5.048 0.241 3.846
C 2.857 -0.574 1.410
H -0.793 -4.031 4.116
H 4.283 0.793 -0.618
C -4.072 -0.209 4.087
H -5.600 -0.813 0.897
C 0.003 -1.999 4.281
H 4.120 -0.903 -1.021
C -3.504 4.830 2.584
C -2.470 3.860 3.023
C 0.664 -1.090 5.111
C 1.915 -0.795 2.394
H -5.050 -2.510 0.891
```

Electronic structure analysis, Mulliken charges in units of e:
1. H -0.21
2. C -0.34
3. C -1.20
4. H 0.40
5. H 0.82
6. C -0.29
7. H 0.47
8. C 1.04
9. H 0.46
10. H 0.15
11. F -0.28
12. H 0.37
13. F -0.28
14. C -1.27
15. C 0.94
16. H 0.29
17. H 0.39
18. H 0.29
19. B 1.06
20. H 0.41
21. H 0.50
22. H 0.29
23. C -2.05
24. H 0.43
25. C -0.61
26. C -1.44
27. H 0.27
28. H 0.36
29. H 0.54
30. C 2.03
31. C 0.63
32. H 0.40
33. C -1.88
34. H 0.45
35. C 0.52
36. C -0.63
37. C -0.93
38. C -0.78
39. H 0.42
40. C 0.34
41. H 0.39
42. C -0.91
43. C -0.02
44. S -0.21
45. H 0.36
46. C 1.64
47. F -0.25
48. C 0.16
49. O -0.62
50. C 0.86
51. H 0.09
52. H 0.38
53. O -0.47
54. H 0.11
55. C -0.79
56. C -1.96
57. H 0.40
58. H 0.49
59. H 0.34
60. C -0.80
61. H 0.35
62. C -0.78
63. H 0.27
64. H 0.21
65. C -1.63
66. H 0.33
67. C 0.98
68. H 0.35
69. C -1.28
70. C 0.64
71. C -0.43
72. C -0.63
73. H 0.37

# 2
A cluster of 2 separate species, C5H8N2O4S2 in total at a distorted geometry, computed with ωB97M-V/def2-TZVPD.

Computed properties:
- Max |F|: 3.520 eV Å⁻¹
- Multiplicity: 1
- E_LUMO: 0.4680 eV
- Charge: 0

Geometry as XYZ:
```
21
C5H8N2O4S2, DFT ωB97M-V/def2-TZVPD
H 0.316 0.805 -1.886
H 0.460 -3.198 1.732
C -2.259 0.694 0.049
C -1.135 -0.682 -1.814
O 2.460 0.925 -1.435
H -2.600 0.495 1.114
N -0.510 0.440 -1.421
N -0.499 2.372 0.113
H -2.743 1.560 -0.374
C 0.253 -2.167 1.902
H 0.903 -1.486 2.371
C -0.761 0.928 -0.104
O 1.511 -1.625 -0.397
O 0.014 0.229 0.815
C 3.368 0.216 -1.492
S -2.496 -0.831 -0.910
H -0.494 2.636 1.101
S 0.174 -1.423 0.138
H 0.535 2.645 -0.200
O 4.242 -0.530 -1.554
H -0.736 -2.003 2.251
```

Electronic structure analysis, natural (NBO) charges in units of e:
1. H 0.43
2. H 0.23
3. C -0.60
4. C -0.14
5. O -0.56
6. H 0.24
7. N -0.64
8. N -0.85
9. H 0.25
10. C -0.77
11. H 0.24
12. C 0.49
13. O -0.94
14. O -0.71
15. C 1.06
16. S 0.32
17. H 0.38
18. S 1.47
19. H 0.37
20. O -0.49
21. H 0.22

# 3
The molecule C4H6N2, computed with ωB97M-V/def2-TZVPD.

Computed properties:
- Max |F|: 0.777 eV Å⁻¹
- Multiplicity: 1
- E_LUMO: 1.1440 eV
- Charge: 0

Geometry as XYZ:
```
12
C4H6N2, DFT ωB97M-V/def2-TZVPD
H -0.885 1.914 1.387
H -1.810 -0.425 0.832
C 0.082 -0.635 -0.235
H 0.924 2.546 -0.214
N -0.521 1.285 0.694
N 0.224 -2.019 -0.146
H -0.386 -2.303 0.602
C -0.824 -0.049 0.615
C 0.872 0.397 -0.810
H 0.216 -2.607 -0.962
H 1.604 0.342 -1.605
C 0.503 1.554 -0.158
```

Electronic structure analysis, natural (NBO) charges in units of e:
1. H 0.41
2. H 0.21
3. C 0.10
4. H 0.21
5. N -0.51
6. N -0.81
7. H 0.37
8. C -0.18
9. C -0.34
10. H 0.37
11. H 0.22
12. C -0.05

# 4
The ion C10H19N2O with charge +1 at a distorted geometry, computed with ωB97M-V/def2-TZVPD.

Computed properties:
- Max |F|: 5.171 eV Å⁻¹
- Multiplicity: 1
- E_LUMO: -5.8163 eV
- Charge: +1

Geometry as XYZ:
```
32
C10H19N2O, DFT ωB97M-V/def2-TZVPD
H -2.566 2.237 0.796
N -0.627 -1.188 0.354
N 0.535 -1.030 0.584
H 3.147 0.176 -2.351
H 4.081 -1.905 0.357
C 3.357 0.544 -1.307
H 2.287 -2.324 0.443
H 3.004 1.610 -1.258
H 4.388 0.442 -1.032
C 2.618 -0.276 -0.236
C -3.084 0.721 -1.229
C 2.897 0.492 1.004
O 0.538 0.622 -1.061
H 3.044 -2.195 -1.142
H -4.042 -1.643 0.568
C 1.173 -0.149 -0.435
C -1.692 -0.968 -0.138
H 3.947 0.812 1.118
C -1.919 1.337 0.885
H 2.490 -0.029 2.035
H 2.428 1.452 0.884
H -2.076 -1.652 -0.752
C 3.047 -1.697 -0.123
H -1.817 1.131 2.049
H -0.818 1.564 0.471
H -3.523 -0.538 2.056
H -4.794 0.066 0.884
H -3.725 1.659 -1.017
C -3.766 -0.500 0.956
H -3.697 -0.107 -1.819
H -2.174 1.176 -1.673
C -2.660 0.160 0.132
```

Electronic structure analysis, natural (NBO) charges in units of e:
1. H 0.25
2. N 0.10
3. N -0.05
4. H 0.23
5. H 0.26
6. C -0.58
7. H 0.23
8. H 0.23
9. H 0.23
10. C -0.23
11. C -0.62
12. C -0.59
13. O -0.46
14. H 0.23
15. H 0.23
16. C 0.71
17. C 0.18
18. H 0.26
19. C -0.64
20. H 0.23
21. H 0.22
22. H 0.25
23. C -0.62
24. H 0.23
25. H 0.24
26. H 0.24
27. H 0.26
28. H 0.25
29. C -0.63
30. H 0.24
31. H 0.25
32. C -0.10

# 5
A structure of composition C49H37Br2Cl3N6O2RbS at a distorted geometry, computed with ωB97M-V/def2-TZVPD.

Computed properties:
- Max |F|: 1.649 eV Å⁻¹
- Multiplicity: 1
- E_LUMO: 1.7421 eV
- Charge: -1

Geometry as XYZ:
```
101
C49H37Br2Cl3N6O2RbS, DFT ωB97M-V/def2-TZVPD
C -3.010 0.713 -2.646
C 1.040 -1.002 -1.844
H -1.712 5.806 3.642
H 0.489 -3.841 -0.916
H 2.161 -0.904 0.815
H -2.093 -1.230 -5.265
H 0.087 -0.731 -1.437
H -0.866 3.801 4.043
C 0.483 0.865 6.256
C 0.101 6.126 0.264
C -0.765 -5.199 -2.017
C -2.316 -6.602 -3.239
H -0.654 -2.324 0.621
H 7.428 1.122 -0.938
H -0.371 -6.319 3.293
C -0.813 0.168 -4.242
C -0.699 1.076 -3.216
C -1.712 -7.728 -2.700
C 3.101 -1.023 -2.384
C -0.179 -6.348 -1.494
Br -2.737 8.253 2.375
Br 5.348 -0.341 0.559
C -1.187 5.887 2.699
C -0.683 -4.563 2.020
H 0.776 -1.242 6.505
C -0.311 -3.798 -1.667
H 3.480 3.944 -0.389
H 0.056 -3.885 2.408
O 1.549 4.396 0.844
H 4.118 -0.684 -2.424
N 2.151 -0.326 -1.702
C 0.551 5.080 1.145
C 4.374 3.363 -0.569
N 4.358 2.137 -0.062
Cl -3.725 -5.194 -0.427
C 5.469 3.864 -1.261
H -3.383 3.620 -2.473
H 0.257 1.042 7.301
H -1.875 2.346 1.326
H 1.601 -2.712 4.664
C -1.782 1.357 -2.353
C 1.951 -1.985 2.682
S -2.181 -6.621 1.695
C 6.594 3.061 -1.409
C -4.094 4.807 0.618
C -3.105 -0.209 -3.662
H -3.288 4.021 2.440
C -1.565 -4.212 0.965
H 0.254 2.926 5.753
H 0.042 -0.033 -4.880
H -0.608 -2.598 -3.425
H -1.158 7.815 -0.073
C -2.448 -5.222 0.701
C -2.501 3.010 0.738
C -0.860 7.024 0.602
H 2.955 -2.932 -3.530
Cl -2.285 -9.299 -3.124
C -1.843 -5.352 -2.888
C -2.484 2.879 -0.665
Rb 0.956 2.163 0.179
H 0.238 1.595 -3.044
C 1.561 -1.866 3.989
C 0.458 1.940 5.368
H -4.747 5.333 -1.352
C -0.894 -5.810 2.508
H 5.441 4.860 -1.679
Cl 1.159 -6.242 -0.404
C 1.127 -0.613 4.476
H -0.182 -8.490 -1.398
H 0.594 6.190 -0.698
C 1.859 -0.854 1.854
H 0.684 -3.824 -3.599
C 0.692 1.776 4.002
H -2.319 -4.462 -3.270
H -4.045 -0.722 -3.832
C 6.584 1.787 -0.862
C -0.643 -7.613 -1.823
C -4.122 4.672 -0.763
C -1.471 6.921 1.857
H -4.685 5.567 1.109
N 1.224 -2.112 -2.592
C -3.360 3.714 -1.394
H -3.155 -6.703 -3.909
C 0.779 -0.402 5.824
C -1.499 -2.906 0.221
C -0.220 4.922 2.367
O -1.398 -3.031 -1.181
H 7.464 3.418 -1.939
C 5.426 1.395 -0.211
C 2.545 -2.140 -2.936
N 0.661 2.785 3.090
H 2.339 -2.911 2.280
N 1.425 0.309 2.264
C -2.010 -0.504 -4.467
C 0.233 -3.090 -2.928
C 1.082 0.470 3.551
N -1.565 2.082 -1.248
H -2.418 -2.331 0.366
H -3.866 0.926 -2.017
C -0.122 3.800 3.228
C -3.293 3.949 1.360
```

Mulliken atomic charge list, values in e, 99 entries:
1. C -0.21
2. C -1.01
3. H 0.41
4. H 0.81
5. H 0.82
6. H 0.47
7. H 0.80
8. H 0.27
9. C -0.82
10. C -0.57
11. C 0.01
12. C -0.75
13. H 0.05
14. H 0.40
15. H 0.46
16. C -0.17
17. C -0.24
18. C 0.44
19. C -1.10
20. C 1.06
21. Br -0.26
22. Br -0.14
23. C -0.75
24. C -0.43
25. H 0.38
26. C -0.42
27. H 0.49
28. H 0.48
29. O -0.81
30. H 0.50
31. N 0.09
32. C -0.04
33. C -0.10
34. N 0.01
35. Cl -0.16
36. C -0.89
37. H 0.41
38. H 0.37
39. H 0.39
40. H 0.43
41. C -0.55
42. C -1.12
43. S -0.20
44. C -0.23
45. C -0.61
46. C -0.58
47. H 0.38
48. C -0.54
49. H 0.54
50. H 0.33
51. H -0.23
52. H 0.41
53. C 0.81
54. C -0.24
55. C -0.46
56. H 0.46
57. Cl -0.24
58. C -0.66
59. C -0.40
60. Rb 0.49
61. H 0.30
62. C -0.51
63. C -0.43
64. H 0.34
65. C -0.60
66. H 0.39
67. Cl -0.19
68. C 1.20
69. H 0.45
70. H 0.43
71. C -0.59
72. H 0.35
73. C -0.50
74. H 0.42
75. H 0.36
76. C -0.55
77. C -0.89
78. C -0.60
79. C -0.02
80. H 0.39
81. N 0.62
82. C -0.12
83. H 0.42
84. C -0.89
85. C -0.16
86. C 1.21
87. O -0.07
88. H 0.39
89. C 0.17
90. C -0.29
91. N 0.06
92. H 0.55
93. N 0.51
94. C -0.63
95. C -0.71
96. C -0.05
97. N 0.35
98. H 0.39
99. H 0.45

| no. | HOMO energy (eV) | frontier orbital gap (eV) |
| --- | --- | --- |
| 1 | -7.82 | 7.7 |
| 2 | -8.73 | 9.2 |
| 3 | -7.49 | 8.6 |
| 4 | -14.62 | 8.8 |
| 5 | -3.29 | 5.0 |